1.
C7H10 | ωB97M-V/def2-TZVPD

The calculation puts the energy above the lowest of the compared OMol25 structures with the same formula, charge and spin at 74.4 kcal/mol. As for the SMILES: C=CC(C=C)=CC. The HOMO energy comes out at -8.325 eV. The calculation puts the total energy at -272.5995 a.u. The value obtained for the strongest force on any atom is 2.94 eV/Å. As for the LUMO energy: 0.54 eV. The multiplicity is 1. The value obtained for the gap between HOMO and LUMO is 8.865 eV.

Last column: natural (NBO) charge in e.
Geometry (Å):
1 C -1.753077 2.002353 0.009182  -0.408
2 C -1.405486 0.872382 0.657834  -0.189
3 C -0.279722 0.016056 0.133848  -0.089
4 C -0.543694 -1.218966 -0.643397  -0.207
5 C 0.330777 -2.214519 -0.891329  -0.370
6 C 0.932830 0.619559 0.241780  -0.147
7 C 2.292763 0.011696 0.430490  -0.667
8 H -1.034965 2.104859 -0.797151  0.202
9 H -2.658955 2.544151 0.196583  0.211
10 H -2.045614 0.598052 1.495644  0.205
11 H -1.577089 -1.561138 -0.538423  0.200
12 H -0.017078 -3.241022 -0.835345  0.204
13 H 1.379229 -2.081230 -0.626453  0.190
14 H 0.876670 1.636614 0.626007  0.198
15 H 2.241090 -0.868219 1.091511  0.225
16 H 2.782693 -0.262433 -0.531299  0.218
17 H 3.041026 0.716571 0.811193  0.224

Cartesian forces (eV/Å) of the 6 atoms listed first:
1.4 -2.3 0.2
-1.4 0.7 -1.2
0.9 1.5 -1.0
-0.3 -1.4 2.5
0.2 0.6 1.5
-0.2 -0.1 1.8

2.
CrH16O8 | ωB97M-V/def2-TZVPD

The calculation puts the energy above the lowest of the compared OMol25 structures with the same formula, charge and spin at 9.4 kcal/mol. The HOMO energy (alpha / beta) comes out at -15.165 / -18.857 eV. The calculation puts the total energy at -1655.4581 a.u. The value obtained for the strongest force on any atom is 2.35 eV/Å. As for the LUMO energy (alpha / beta): -6.54 / -6.55 eV. As for the net charge: +2. The multiplicity is 5. The value obtained for the gap between HOMO and LUMO (alpha / beta) is 8.624 / 12.310 eV.

Last column: natural (NBO) charge in e.
Geometry (Å):
1 Cr -0.266592 -0.079364 -0.045401  1.233
2 O 1.349735 -0.616730 -1.171739  -0.909
3 H 2.197387 -0.172953 -1.199949  0.534
4 H 1.485641 -1.425357 -1.665590  0.516
5 O -0.024415 1.600787 -1.600551  -0.940
6 H -0.107457 1.519965 -2.550708  0.510
7 H 0.541385 2.362258 -1.473000  0.498
8 O 1.997604 1.695119 0.304521  -0.969
9 H 2.078185 2.611393 0.039573  0.491
10 H 2.441323 1.650289 1.151475  0.497
11 O -0.285034 -2.357015 0.363876  -0.950
12 H -0.999300 -2.869403 -0.014958  0.497
13 H 0.182528 -2.975493 0.925212  0.512
14 O 0.945029 -0.494406 1.583567  -0.906
15 H 1.671499 -1.116771 1.549952  0.517
16 H 0.897298 -0.230649 2.502474  0.521
17 O -1.339147 -0.808824 -1.651564  -0.910
18 H -2.295235 -0.827932 -1.693503  0.525
19 H -1.058467 -1.490074 -2.262582  0.519
20 O -0.653230 1.627071 0.942953  -0.940
21 H -0.123971 2.200690 1.497096  0.526
22 H -1.438102 2.139112 0.747994  0.520
23 O -2.109366 -0.566586 0.990826  -0.927
24 H -2.483980 0.007429 1.658962  0.518
25 H -2.603317 -1.382554 1.071066  0.518

Cartesian forces (eV/Å) of the 6 atoms listed first:
0.7 -1.5 -0.6
0.7 -0.6 -0.4
0.3 0.7 0.1
-0.1 -0.5 -0.1
-0.3 0.5 -0.4
-0.1 -0.1 -0.4

3.
C8H12 | ωB97M-V/def2-TZVPD

The calculation puts the energy above the lowest of the compared OMol25 structures with the same formula, charge and spin at 20.7 kcal/mol. As for the SMILES: C=C1[C@H]2CC[C@@H]1CC2. The HOMO energy comes out at -8.967 eV. The calculation puts the total energy at -311.9534 a.u. The value obtained for the strongest force on any atom is 3.71 eV/Å. As for the LUMO energy: 1.10 eV. The multiplicity is 1. The value obtained for the gap between HOMO and LUMO is 10.065 eV.

Last column: natural (NBO) charge in e.
Geometry (Å):
1 C -1.870338 -1.617940 -0.393743  -0.431
2 C -0.966331 -0.598002 -0.275200  0.072
3 C -0.597639 0.338973 0.997176  -0.282
4 C -0.250918 1.675013 0.319896  -0.399
5 C 0.384011 1.206901 -1.081507  -0.404
6 C 0.327599 -0.326701 -1.053406  -0.270
7 C 1.410481 -0.785562 -0.028381  -0.401
8 C 0.729389 -0.341982 1.279843  -0.403
9 H -2.104144 -2.074089 -1.381336  0.195
10 H -2.445093 -2.076021 0.353030  0.200
11 H -1.313892 0.497319 1.823296  0.232
12 H -1.140573 2.377870 0.161069  0.215
13 H 0.564617 2.261023 0.871933  0.205
14 H -0.456001 1.448740 -1.812273  0.208
15 H 1.339144 1.547344 -1.405524  0.210
16 H 0.319281 -0.773260 -1.997020  0.221
17 H 1.808508 -1.776314 -0.011599  0.220
18 H 2.238408 -0.118319 -0.230435  0.196
19 H 1.395904 0.340670 1.814384  0.202
20 H 0.627587 -1.205662 2.049799  0.214

Cartesian forces (eV/Å) of the 6 atoms listed first:
1.7 1.7 -2.0
-0.7 -0.9 1.8
-0.3 -0.8 -1.8
1.2 1.2 -0.7
-3.6 -0.4 -0.4
-0.9 0.2 1.6

4.
C46H51F3GaO3 | ωB97M-V/def2-TZVPD

The HOMO energy comes out at -5.268 eV. The calculation puts the total energy at -4233.5674 a.u. The value obtained for the strongest force on any atom is 1.75 eV/Å. As for the LUMO energy: 2.14 eV. As for the net charge: -1. The multiplicity is 1. The value obtained for the gap between HOMO and LUMO is 7.407 eV.

Last column: Mulliken charge in e.
Geometry (Å):
1 C -3.038664 1.844512 -3.158902  -1.473
2 C -1.766379 1.181260 -3.639911  1.014
3 C -1.573106 1.043002 -4.994414  -1.351
4 C -0.413325 0.464161 -5.453146  -0.080
5 C 0.577049 0.018466 -4.612412  0.637
6 C 1.850649 -0.564037 -5.198124  1.460
7 C 1.681511 -1.074860 -6.650507  -2.069
8 C 2.973967 0.531511 -5.237499  -1.506
9 C 0.383190 0.159875 -3.234118  -0.158
10 O 1.297930 -0.206990 -2.301500  -0.492
11 C 1.602111 -1.646695 -2.250271  -0.927
12 Ga 1.644095 -2.433748 -0.360320  0.287
13 C 2.903117 -1.458088 0.943000  -1.028
14 C 2.300624 -0.386601 1.804367  -0.035
15 O 2.911634 0.662703 2.016592  -0.679
16 C 0.956150 -0.526327 2.484602  0.646
17 C 0.558531 -1.605188 3.233520  -0.042
18 C -0.684739 -1.651471 3.826739  -0.433
19 C -1.527661 -0.586477 3.657973  -0.525
20 C -1.156915 0.526615 2.939496  -0.655
21 C 0.088276 0.539960 2.360428  -0.401
22 C -0.296769 -2.675954 0.339687  -0.511
23 C -1.027291 -3.615738 -0.634582  -0.593
24 O -0.279505 -4.818923 -0.792897  -0.596
25 C -2.376329 -4.083784 -0.074175  0.729
26 F -2.985459 -4.946653 -0.926774  -0.308
27 F -3.199424 -3.054814 0.166842  -0.275
28 F -2.215364 -4.786345 1.060262  -0.273
29 C -0.784994 0.731134 -2.796232  -0.773
30 H -2.898601 2.372336 -2.211761  0.386
31 H -3.330327 2.611805 -3.884772  0.383
32 H -3.869692 1.136160 -3.093164  0.276
33 H -2.315564 1.385550 -5.710045  0.388
34 H -0.319193 0.414960 -6.531299  0.090
35 H 2.252594 -1.408092 -4.645362  0.177
36 H 2.649129 -1.477640 -6.970134  0.478
37 H 1.364873 -0.289602 -7.336907  0.408
38 H 0.985031 -1.921654 -6.655576  0.416
39 H 2.978796 0.967587 -6.240836  0.352
40 H 3.950878 0.124304 -4.966753  0.403
41 H 2.706063 1.297406 -4.503519  0.397
42 H 0.921726 -2.184705 -2.927106  0.534
43 H 2.603329 -1.784291 -2.685319  0.181
44 H 2.240988 -3.928905 -0.523953  -0.496
45 H 3.307772 -2.229941 1.616631  0.392
46 H 3.776117 -1.004360 0.465032  0.425
47 H 1.228527 -2.454422 3.349033  0.298
48 H -0.965198 -2.519166 4.412115  0.459
49 H -2.515531 -0.636192 4.112153  0.449
50 H -1.785141 1.399661 2.804127  0.473
51 H 0.405174 1.402846 1.782187  0.486
52 H -0.225512 -3.228743 1.280864  0.402
53 H -0.825248 -1.721887 0.428807  0.321
54 H -1.169353 -3.123263 -1.604468  0.438
55 H 0.017516 -4.891807 -1.702216  0.354
56 H -0.948512 0.833997 -1.724767  0.546
57 C -4.798369 -3.260688 -7.664560  -0.356
58 C -4.259086 -2.723699 -6.503130  -0.581
59 C -3.336361 -1.688839 -6.578485  -0.052
60 C -2.960154 -1.185660 -7.816005  -0.227
61 C -3.501627 -1.719850 -8.977719  -0.509
62 C -4.417929 -2.760146 -8.902481  -0.345
63 H -5.515517 -4.070091 -7.605012  0.349
64 H -4.557195 -3.112443 -5.537507  0.399
65 H -2.910122 -1.273604 -5.673691  0.372
66 H -2.243456 -0.375820 -7.874012  0.240
67 H -3.208308 -1.325417 -9.942978  0.358
68 H -4.836338 -3.180502 -9.808784  0.353
69 C 0.429738 2.457681 6.115374  -0.576
70 C 0.015635 3.590064 6.803724  -0.454
71 C -0.937034 3.483229 7.808748  -0.186
72 C -1.468565 2.241705 8.130836  0.009
73 C -1.051669 1.108791 7.444116  -0.706
74 C -0.105724 1.217005 6.434220  -0.286
75 H 1.169656 2.539792 5.328998  0.447
76 H 0.435164 4.557399 6.556026  0.365
77 H -1.264890 4.368411 8.341541  0.355
78 H -2.208938 2.156965 8.916968  0.172
79 H -1.465576 0.140102 7.695977  0.368
80 H 0.215009 0.335017 5.894114  0.457
81 C 7.819750 1.815292 -3.501484  -0.405
82 C 8.976985 1.174576 -3.922952  -0.360
83 C 9.085148 0.725325 -5.232019  -0.332
84 C 8.038772 0.924836 -6.122381  -0.419
85 C 6.883357 1.568897 -5.701511  -0.295
86 C 6.771750 2.010705 -4.390430  -0.350
87 H 7.733804 2.161932 -2.479537  0.366
88 H 9.795110 1.023994 -3.229656  0.351
89 H 9.985295 0.219420 -5.558642  0.349
90 H 8.123979 0.577788 -7.144676  0.350
91 H 6.067086 1.725684 -6.395583  0.381
92 H 5.867786 2.507313 -4.061460  0.369
93 C -3.009879 3.054796 11.576916  -0.177
94 C -3.103711 2.533064 12.859819  -0.522
95 C -4.342537 2.425792 13.476843  -0.334
96 C -5.488838 2.832042 12.807050  -0.355
97 C -5.395180 3.350527 11.522782  -0.459
98 C -4.155383 3.465780 10.909014  -0.238
99 H -2.043048 3.141343 11.096778  0.340
100 H -2.210198 2.210151 13.379166  0.359
101 H -4.415131 2.024389 14.479910  0.350
102 H -6.455751 2.743980 13.286504  0.350
103 H -6.289362 3.665656 10.999733  0.354
104 H -4.081692 3.874873 9.908822  0.354

Cartesian forces (eV/Å) of the 6 atoms listed first:
0.2 0.3 -0.1
-1.0 0.6 -0.2
-0.2 0.1 -0.3
-0.4 0.2 -0.8
0.9 -0.9 -0.1
0.8 0.6 -1.1

5.
C42H38IrN10PS | ωB97M-V/def2-TZVPD

The calculation puts the energy above the lowest of the compared OMol25 structures with the same formula, charge and spin at 5.2 kcal/mol. The HOMO energy comes out at -13.041 eV. The calculation puts the total energy at -3014.3947 a.u. The value obtained for the strongest force on any atom is 0.78 eV/Å. As for the LUMO energy: -5.89 eV. As for the net charge: +2. The multiplicity is 1. The value obtained for the gap between HOMO and LUMO is 7.146 eV.

Last column: Mulliken charge in e.
Geometry (Å):
1 Ir 0.675895 0.657585 -0.277991  2.141
2 N 2.616308 0.018802 3.530319  -0.363
3 C 1.876477 0.342366 2.466857  0.589
4 S 2.377099 -0.352742 0.930151  -0.456
5 N 0.859785 1.153029 2.671117  -1.765
6 N 0.144343 1.436027 1.553338  1.085
7 C -0.854308 2.259124 1.612320  1.188
8 C -1.367359 2.875185 2.851824  -0.443
9 C -2.722419 2.733817 3.157280  -0.021
10 C -3.237077 3.286536 4.318344  -0.994
11 C -2.406815 4.002572 5.169235  -0.480
12 C -1.060435 4.152080 4.866019  -0.861
13 C -0.535657 3.580950 3.718559  -0.276
14 C -1.496125 2.539530 0.302027  0.360
15 C -2.424727 3.554475 0.141510  -0.830
16 C -3.000208 3.764186 -1.104255  -0.900
17 C -2.631680 2.951921 -2.160205  -1.112
18 C -1.670851 1.978178 -1.944350  -0.066
19 N -1.109258 1.769199 -0.751784  0.132
20 H 3.403782 -0.598930 3.444901  0.230
21 H 2.317835 0.313077 4.445929  0.253
22 H -3.375877 2.173477 2.498056  0.430
23 H -4.283843 3.158667 4.557972  0.446
24 H -2.809489 4.444076 6.070796  0.432
25 H -0.414756 4.710360 5.530168  0.428
26 H 0.517245 3.682469 3.496267  0.454
27 H -2.691923 4.167349 0.989546  0.705
28 H -3.723639 4.556436 -1.241667  0.500
29 H -3.055852 3.073818 -3.146348  0.545
30 H -1.324945 1.356735 -2.757300  0.288
31 N 1.676572 2.478349 -0.537840  -0.127
32 C 2.053131 2.803136 -1.919993  0.017
33 C 2.341594 4.112757 -2.262580  -0.564
34 C 2.707438 4.403993 -3.568561  -0.797
35 C 2.788834 3.390110 -4.513934  -0.803
36 C 2.490943 2.084094 -4.159628  -0.959
37 C 2.104834 1.780268 -2.856835  0.170
38 P 1.686593 0.103733 -2.287843  0.910
39 C 0.804947 -0.753549 -3.607578  1.479
40 C 1.464858 -1.169230 -4.766086  -0.645
41 C 0.756290 -1.785902 -5.784614  -0.930
42 C -0.608969 -2.003852 -5.652479  -0.739
43 C -1.267374 -1.618110 -4.493405  -1.287
44 C -0.560469 -1.000093 -3.473443  -0.277
45 C 3.297085 -0.729533 -2.194291  0.749
46 C 4.444141 0.013585 -1.917627  -0.406
47 C 5.667871 -0.618738 -1.764705  -0.865
48 C 5.757416 -1.998408 -1.880767  -0.626
49 C 4.622489 -2.745376 -2.163333  -1.066
50 C 3.397859 -2.115390 -2.321423  -0.430
51 H 1.088028 3.233842 -0.187363  0.372
52 H 2.503424 2.470312 0.062724  0.456
53 H 2.288888 4.900376 -1.519817  0.546
54 H 2.931055 5.424600 -3.847408  0.429
55 H 3.081355 3.621077 -5.528956  0.491
56 H 2.544490 1.299672 -4.903154  0.399
57 H 2.531923 -1.018980 -4.874111  0.471
58 H 1.271516 -2.101317 -6.681793  0.465
59 H -1.156672 -2.489893 -6.448704  0.434
60 H -2.326240 -1.810303 -4.381293  0.510
61 H -1.060024 -0.752175 -2.544581  0.539
62 H 4.393725 1.091820 -1.829113  0.369
63 H 6.553413 -0.032027 -1.560989  0.469
64 H 6.713535 -2.490727 -1.764829  0.433
65 H 4.692007 -3.818975 -2.275516  0.442
66 H 2.532771 -2.710345 -2.589272  0.483
67 C -2.536829 -0.656020 1.046633  -0.376
68 C -1.526080 -1.508488 0.374595  0.953
69 N -0.307414 -1.188739 -0.064089  0.165
70 C 0.280956 -2.363410 -0.495268  -0.173
71 C -0.582927 -3.385457 -0.328213  -1.504
72 N -1.719287 -2.836571 0.214963  0.163
73 C -2.919806 -3.591472 0.581832  -1.209
74 N -3.207598 -3.511392 1.975152  0.786
75 N -4.334222 -2.854451 2.380495  -0.567
76 N -4.361599 -2.810918 3.648459  -0.557
77 C -3.229674 -3.436156 4.140576  0.337
78 C -2.808133 -3.642448 5.456550  -0.805
79 C -1.611562 -4.296721 5.631717  -0.517
80 C -0.846105 -4.740495 4.533243  -0.652
81 C -1.250109 -4.546577 3.230843  -0.806
82 C -2.469166 -3.885073 3.063125  1.361
83 H -2.259131 0.382482 0.984516  -0.582
84 H -2.608038 -0.925128 2.102004  0.139
85 H -3.527881 -0.789840 0.611525  0.500
86 H 1.292572 -2.392933 -0.853143  0.558
87 H -0.496860 -4.436232 -0.542950  0.577
88 H -2.751043 -4.619722 0.264067  0.437
89 H -3.790141 -3.194654 0.062087  0.328
90 H -3.409040 -3.307251 6.290263  0.456
91 H -1.246092 -4.486918 6.631346  0.409
92 H 0.084465 -5.258503 4.723770  0.414
93 H -0.660054 -4.906069 2.398404  0.416

Cartesian forces (eV/Å) of the 6 atoms listed first:
-0.4 -0.6 0.2
0.0 -0.1 0.0
-0.1 0.0 0.0
0.3 0.5 0.0
0.0 -0.1 0.0
-0.1 -0.1 0.0

6.
C2H4N2S3 | ωB97M-V/def2-TZVPD

The calculation puts the energy above the lowest of the compared OMol25 structures with the same formula, charge and spin at 95.7 kcal/mol. The HOMO energy (alpha / beta) comes out at -9.223 / -8.461 eV. The calculation puts the total energy at -1382.5196 a.u. The value obtained for the strongest force on any atom is 4.50 eV/Å. As for the LUMO energy (alpha / beta): -0.84 / -0.83 eV. The multiplicity is 1. The value obtained for the gap between HOMO and LUMO (alpha / beta) is 8.386 / 7.632 eV.

Last column: natural (NBO) charge in e.
Geometry (Å):
1 C 1.608232 1.031291 -0.640145  -0.189
2 C -0.183181 -0.700472 0.488216  -0.293
3 N 0.634068 1.536549 -1.109085  -0.220
4 N -0.833322 0.524396 0.617920  -0.582
5 S 1.655234 -0.324433 0.523023  0.236
6 S -0.709893 -1.964495 -0.819221  -0.099
7 S -2.289742 0.856655 -0.015001  0.393
8 H 2.665155 1.483600 -0.702530  0.233
9 H -0.263054 -1.229624 1.485116  0.246
10 H 0.230145 -3.043920 -0.663629  0.168
11 H -2.513642 1.830457 0.835336  0.108

Cartesian forces (eV/Å) of the 6 atoms listed first:
4.0 -0.6 1.9
1.3 -1.5 1.1
-2.5 1.3 -1.4
0.0 0.1 -0.3
-0.8 -0.3 -0.3
0.9 -0.5 0.1